# 1
Molecular formula: C5H9NO4S
Method: DFT, the ωB97M-V functional and the def2-TZVPD basis

Values from the calculation:
* LUMO: 0.46 eV
* SMILES: [O-]/[N+](O)=C1/COCSC[C@@H]1O
* frontier orbital gap: 9.34 eV
* E_HOMO: -8.884 eV
* E: -25841.072 eV

Last column: Löwdin charge in e.
Element x y z (Å)
1 S -0.8824 -0.2592 2.2878  0.89
2 O 0.3213 0.1160 -3.0871  0.05
3 O -0.2609 2.1886 0.6818  -0.05
4 O 1.8027 1.4727 -2.0792  -0.04
5 O -0.4599 -1.7418 0.0135  -0.17
6 N 0.8358 0.6283 -1.9795  -0.26
7 C 0.7739 0.1427 1.5862  -0.35
8 C 0.2055 0.3624 -0.8338  -0.13
9 C -1.1028 -1.8012 1.2747  -0.47
10 C 0.6197 1.1076 0.3550  -0.36
11 C -0.8930 -0.5945 -0.7647  -0.13
12 H 1.5858 1.4649 0.1170  0.13
13 H -1.1605 -0.9010 -1.8280  0.15
14 H 0.7943 0.4358 -3.9786  0.22
15 H 1.2969 0.6271 2.4641  0.10
16 H -2.1730 -2.0679 1.2727  0.09
17 H -0.6697 -2.6686 1.8368  0.10
18 H 1.2302 -0.6813 1.2809  0.03
19 H -0.1663 2.2857 1.6850  0.11
20 H -1.6977 -0.1165 -0.3045  0.10

Forces on atoms 1 to 3 (eV/Å):
S 0.398 -0.950 -0.651
O 0.171 -0.619 -4.125
O 0.470 -0.182 1.617

=====

# 2
Molecular formula: C21H38AsN2O2S2
Method: DFT, the ωB97M-V functional and the def2-TZVPD basis

Values from the calculation:
* LUMO: 1.62 eV
* frontier orbital gap: 6.73 eV
* E_HOMO: -5.103 eV
* E: -111954.617 eV
* net charge: -1

Last column: Löwdin charge in e.
Element x y z (Å)
1 As 2.1498 -1.4158 -0.0827  0.77
2 S -3.7778 4.0611 -0.3112  0.57
3 S -2.1359 3.2410 2.1326  0.75
4 O 6.4299 -2.2534 -0.5990  -0.25
5 O 2.4469 -1.4770 -1.8903  -0.40
6 N -3.2844 1.2693 0.1604  -0.17
7 N 1.7709 0.4681 -0.0593  -0.16
8 C -4.1395 1.1404 -1.0849  -0.28
9 C -5.0350 -1.4045 -0.4674  -0.26
10 C 5.0742 -2.4947 0.1288  -0.18
11 C 1.8207 -1.3566 1.9447  -0.26
12 C -0.8765 -1.6198 0.6842  -0.24
13 C 2.8581 -0.2553 -2.5348  -0.34
14 C -0.8233 4.4511 1.5567  -0.50
15 C 1.4904 3.4717 2.6934  -0.14
16 C 5.2565 -2.9514 -1.5268  -0.10
17 C -1.8495 0.8248 -0.0926  -0.21
18 C -4.3968 -0.3971 -1.5924  -0.20
19 C -5.9919 -0.6402 0.6231  -0.14
20 C 0.2098 -1.7796 -0.5025  -0.31
21 C 1.6212 0.5998 -3.2747  -0.12
22 C -1.1884 -0.0426 1.1463  -0.19
23 C 1.5880 -1.4103 3.3455  -0.04
24 C 2.3536 -3.4458 0.1491  -0.22
25 C 0.6537 3.7898 1.2813  -0.30
26 C 2.4801 -4.8656 0.1590  -0.04
27 C 4.0738 -1.0425 0.3887  -0.22
28 C -3.1293 2.7476 0.5763  -0.91
29 H -5.1187 -0.3544 -2.5402  0.12
30 H -6.5769 0.2117 0.0493  0.08
31 H 1.7906 -1.6741 4.4918  0.02
32 H 3.5559 0.4752 -1.9528  0.09
33 H 3.5200 -0.5979 -3.4736  0.12
34 H 1.2815 4.5536 0.6125  0.12
35 H -3.6411 1.7150 -2.0036  0.12
36 H -5.3016 -0.2396 1.4791  0.08
37 H -5.7247 -2.1795 -1.0443  0.10
38 H 0.8936 0.6854 -0.5803  -0.01
39 H 6.1866 -3.3753 -2.0580  0.11
40 H -1.9225 -1.9714 0.2209  0.09
41 H 0.7537 3.0001 3.4721  0.07
42 H -1.1381 5.0267 0.5677  0.07
43 H 2.3303 2.6870 2.4545  0.07
44 H -0.0956 -1.1317 -1.4354  0.06
45 H 1.7708 0.8437 0.9141  -0.01
46 H -1.9993 -0.1446 2.0165  0.11
47 H -3.3792 -0.8576 -2.0132  0.11
48 H 2.5689 -5.9788 -0.2623  0.03
49 H 4.9883 -3.4117 0.9856  0.16
50 H 0.1612 -2.9125 -0.8766  0.09
51 H 1.9101 4.5098 3.0445  0.07
52 H 0.6384 2.7803 0.6903  0.06
53 H -0.7382 -2.3408 1.6197  0.11
54 H -1.1852 1.8114 -0.1918  0.10
55 H -0.2597 0.4756 1.6452  0.07
56 H 4.5980 -0.1732 -0.1725  0.07
57 H -6.8081 -1.4129 0.9781  0.07
58 H -4.1601 -2.0409 0.0061  0.09
59 H -0.7037 5.2883 2.3863  0.09
60 H 4.9278 -4.0433 -1.1650  0.04
61 H 4.2077 -0.8513 1.5596  0.08
62 H 1.8928 1.7606 -3.2116  0.08
63 H -5.2053 1.6183 -0.8986  0.10
64 H 0.5947 0.4789 -2.7287  0.04
65 H -1.7284 0.2815 -1.1485  0.12
66 H 1.4659 0.2758 -4.3881  0.07

Forces on atoms 1 to 3 (eV/Å):
As -1.258 1.201 0.621
S 0.904 -2.390 1.429
S -0.037 -0.616 -1.516

=====

# 3
Molecular formula: C4H9As2Cl6F12NiO9P2Y2
Method: DFT, the ωB97M-V functional and the def2-TZVPD basis

Values from the calculation:
* <S²>: 3.771
* LUMO (spin up / spin down): 3.42 / 3.43 eV
* frontier orbital gap (spin up / spin down): 5.25 / 4.82 eV
* E_HOMO (spin up / spin down): -1.828 / -1.391 eV
* E: -313863.089 eV
* spin multiplicity: 4
* net charge: -2

Last column: Löwdin charge in e.
Element x y z (Å)
1 Y 11.9053 5.9755 -29.2172  1.58
2 Y 8.6158 7.9118 -30.1591  1.57
3 As 8.7236 3.8355 -30.4288  0.98
4 As 8.9289 11.8107 -30.4998  0.97
5 Ni 11.4344 9.2607 -29.5892  0.62
6 Cl 8.4025 4.1041 -25.4551  0.50
7 Cl 6.5764 9.8911 -25.3966  0.49
8 Cl 5.5151 4.1606 -26.1176  0.47
9 Cl 9.2774 10.7345 -24.6677  0.49
10 Cl 8.4495 7.1942 -23.4675  0.46
11 Cl 11.0817 5.8716 -22.9261  0.47
12 P 11.0349 7.4270 -32.0161  0.14
13 P 9.7967 7.7333 -27.6830  0.26
14 F 8.6741 3.3114 -28.7031  -0.29
15 F 8.2309 10.1111 -30.5106  -0.34
16 F 7.2738 12.4643 -30.8331  -0.29
17 F 10.5761 11.0816 -30.2610  -0.28
18 F 8.1225 5.4742 -30.0184  -0.31
19 F 9.5905 13.4700 -30.4785  -0.28
20 F 8.7195 4.3455 -32.1743  -0.26
21 F 10.3907 4.5481 -30.1110  -0.35
22 F 9.6168 2.3620 -30.8677  -0.28
23 F 9.2185 11.7193 -32.2141  -0.24
24 F 8.5984 11.8879 -28.7166  -0.27
25 F 7.1026 3.1205 -30.6125  -0.28
26 O 9.8320 9.0195 -28.5859  -0.47
27 O 10.4287 7.5690 -29.0616  -0.71
28 O 8.4268 7.2391 -28.1598  -0.44
29 O 10.5622 8.7331 -31.2583  -0.45
30 O 12.0622 6.5158 -31.2482  -0.47
31 O 13.1901 8.1739 -29.0977  -0.43
32 O 10.6141 7.1273 -33.4502  -0.35
33 O 10.8226 6.5551 -27.5168  -0.49
34 O 9.8198 6.6323 -31.5040  -0.54
35 C 7.0825 4.9995 -26.2653  -1.01
36 C 7.9355 10.9347 -25.7967  -1.04
37 C 14.4623 8.2034 -28.5546  -0.29
38 C 10.1293 6.9011 -24.0213  -1.03
39 H 8.2964 10.7032 -26.7988  -0.01
40 H 14.5671 7.3760 -27.8529  0.05
41 H 7.5548 11.9554 -25.8337  0.03
42 H 7.3408 5.1993 -27.3053  0.00
43 H 10.1557 6.3946 -24.9862  -0.04
44 H 15.3065 8.0557 -29.2281  0.06
45 H 14.5580 9.1375 -28.0012  0.06
46 H 10.5963 7.8794 -24.1347  0.01
47 H 6.9652 6.0058 -25.8632  0.00

Forces on atoms 1 to 3 (eV/Å):
Y -0.621 2.220 -0.803
Y 1.971 -1.370 -2.843
As 0.083 0.050 -1.557

=====

> The lowest E belongs to which entry?

C4H9As2Cl6F12NiO9P2Y2